P.
ORCA calculation (ωB97M-V/def2-TZVPD) on the molecule C2HNO2S.

The geometry in XYZ format:
```
7
C2HNO2S (ωB97M-V/def2-TZVPD)
C -0.123 -0.584 0.098
C -1.136 0.030 -0.682
N 0.853 0.289 0.456
O -0.217 -1.806 0.462
O -1.880 0.422 -1.497
S 0.953 1.879 0.007
H 1.551 -0.229 1.157
```

Output
Net charge: 0
LUMO energy (alpha / beta): -1.164 / -2.058 eV
Multiplicity: 1
HOMO (alpha / beta): -0.339 / -0.310 hartree
Kohn-Sham gap (alpha / beta): 8.05 / 6.37 eV

Q.
ORCA calculation (ωB97M-V/def2-TZVPD) on a cluster of 2 separate species, C2HNO2S in total.

The geometry in XYZ format:
```
7
C2HNO2S (ωB97M-V/def2-TZVPD)
N 1.719 0.199 -0.016
C 0.926 -0.422 -0.611
O -0.026 -0.744 -1.218
H 2.670 0.369 -0.119
O -1.721 -1.028 1.000
C -1.796 0.074 0.736
S -1.772 1.552 0.228
```

Output
Structure (SMILES): N=C=O.O=C=S
Net charge: 0
LUMO energy: 0.582 eV
Multiplicity: 1
HOMO: -0.382 hartree
Kohn-Sham gap: 10.98 eV

The data favor Q; the next most stable structure lies 0.1170 hartree above it.

P.
ORCA calculation (ωB97M-V/def2-TZVPD) on the molecule C2HNO2S.

The geometry in XYZ format:
```
7
C2HNO2S (ωB97M-V/def2-TZVPD)
C 0.479 0.151 1.520
C 1.086 0.455 0.368
N -1.327 -0.453 -1.750
O -0.376 0.018 2.306
O 2.159 0.794 -0.066
S 0.120 -0.365 -1.211
H -2.141 -0.599 -1.167
```

Output
Net charge: 0
LUMO energy (alpha / beta): -1.209 / -1.571 eV
Multiplicity: 1
HOMO (alpha / beta): -0.337 / -0.322 hartree
Kohn-Sham gap (alpha / beta): 7.95 / 7.20 eV

Q.
ORCA calculation (ωB97M-V/def2-TZVPD) on the molecule C2HNO2S.

The geometry in XYZ format:
```
7
C2HNO2S (ωB97M-V/def2-TZVPD)
S 2.587 -0.055 0.035
C 0.998 -0.045 -0.114
O 0.122 1.063 -0.082
C -1.080 0.374 0.017
N -0.935 -0.859 0.071
O 0.404 -1.189 -0.110
H -2.095 0.711 0.183
```

Output
Structure (SMILES): S=c1ocno1
Net charge: 0
LUMO energy: 0.527 eV
Multiplicity: 1
HOMO: -0.342 hartree
Kohn-Sham gap: 9.82 eV

R.
ORCA calculation (ωB97M-V/def2-TZVPD) on a cluster of 2 separate species, C2HNO2S in total.

The geometry in XYZ format:
```
7
C2HNO2S (ωB97M-V/def2-TZVPD)
C 0.625 -0.737 -0.849
C 0.794 0.258 2.474
N 0.661 -1.888 -0.701
O 0.633 1.314 2.922
O 0.930 -3.128 -0.486
S 1.037 -1.206 2.079
H 1.797 -3.503 -0.707
```

Output
Net charge: 0
LUMO energy: 0.014 eV
Multiplicity: 1
HOMO: -0.374 hartree
Kohn-Sham gap: 10.20 eV

The data favor Q; the next most stable structure lies 0.0374 hartree above it.

P.
ORCA calculation (ωB97M-V/def2-TZVPD) on the molecule CH3ClFO3P.

The geometry in XYZ format:
```
10
CH3ClFO3P (ωB97M-V/def2-TZVPD)
C 1.092 -1.252 0.621
O 0.220 -0.139 0.686
P -0.110 0.776 -0.600
O -1.018 1.904 0.203
F -0.308 3.036 0.610
O -1.467 -0.068 -1.005
Cl -2.349 0.366 -2.385
H 1.248 -1.577 1.649
H 2.049 -0.981 0.172
H 0.642 -2.065 0.049
```

Output
Structure (SMILES): COP(OF)OCl
Net charge: 0
LUMO energy: -0.350 eV
Multiplicity: 1
HOMO: -0.377 hartree
Kohn-Sham gap: 9.92 eV

Q.
ORCA calculation (ωB97M-V/def2-TZVPD) on a cluster of 2 separate species, CH3ClFO3P in total.

The geometry in XYZ format:
```
10
CH3ClFO3P (ωB97M-V/def2-TZVPD)
C 0.337 -0.245 -0.208
O 0.922 0.002 -1.374
O 2.585 -1.778 0.595
O 2.479 1.449 -0.143
F 3.637 -2.652 0.314
P 2.414 0.503 -1.533
Cl 4.028 1.687 0.571
H 0.467 0.723 0.305
H 1.003 -0.921 0.363
H -0.724 -0.355 -0.236
```

Output
Net charge: 0
LUMO energy (alpha / beta): -1.438 / -2.426 eV
Multiplicity: 1
HOMO (alpha / beta): -0.385 / -0.291 hartree
Kohn-Sham gap (alpha / beta): 9.03 / 5.50 eV

The data favor P; the next most stable structure lies 0.1454 hartree above it.

P.
ORCA calculation (ωB97M-V/def2-TZVPD) on a structure of composition C11H9AsBF6NO2PPdS5.

The geometry in XYZ format:
```
38
C11H9AsBF6NO2PPdS5 (ωB97M-V/def2-TZVPD)
Pd 1.674 -0.805 0.387
S -1.759 -3.723 3.121
As -1.487 -1.974 2.000
S 0.484 -1.053 2.401
S -1.159 -2.802 -0.138
S -3.035 -0.539 2.001
O 0.040 -1.379 -2.221
B -0.809 -1.329 -1.105
O -1.385 -0.057 -0.996
C -0.840 0.676 -2.012
C -1.044 2.003 -2.311
C -0.305 2.524 -3.375
C 0.595 1.736 -4.084
C 0.786 0.387 -3.777
C 0.035 -0.117 -2.743
H -1.724 2.609 -1.725
H -0.418 3.569 -3.636
H 1.181 2.182 -4.878
H 1.522 -0.224 -4.281
F 4.957 -2.078 -0.748
P 4.582 -1.364 -2.146
F 5.018 0.066 -1.537
F 3.047 -1.112 -1.590
F 4.111 -2.784 -2.751
F 6.083 -1.606 -2.700
F 4.168 -0.641 -3.536
S 2.096 1.494 -0.184
C 0.820 2.420 0.417
N -0.194 1.876 1.132
C -1.264 2.554 1.590
C -1.380 3.894 1.364
C -0.348 4.529 0.642
C 0.721 3.819 0.180
H -0.129 0.866 1.358
H -1.989 1.937 2.105
H -2.242 4.433 1.725
H -0.407 5.593 0.443
H 1.512 4.283 -0.391
```

Output
Net charge: -2
LUMO energy (alpha / beta): 4.187 / 4.185 eV
Multiplicity: 2
HOMO (alpha / beta): -0.079 / -0.083 hartree
Kohn-Sham gap (alpha / beta): 6.34 / 6.45 eV

Q.
ORCA calculation (ωB97M-V/def2-TZVPD) on a structure of composition C11H9AsBF6NO2PPdS5.

The geometry in XYZ format:
```
38
C11H9AsBF6NO2PPdS5 (ωB97M-V/def2-TZVPD)
Pd -0.576 0.331 0.314
S -2.842 2.785 4.521
As -1.400 1.768 3.374
S -2.300 0.357 1.952
S -0.604 3.306 1.920
S 0.190 0.873 4.495
O -0.252 2.722 -0.818
B 0.219 2.420 0.499
O 1.643 2.284 0.431
C 1.964 2.347 -0.884
C 3.198 2.185 -1.475
C 3.254 2.288 -2.866
C 2.112 2.530 -3.620
C 0.865 2.688 -3.015
C 0.824 2.602 -1.643
H 4.074 1.972 -0.878
H 4.204 2.156 -3.369
H 2.187 2.576 -4.700
H -0.041 2.837 -3.585
F -2.227 0.332 -1.807
P -1.635 -0.940 -2.626
F -1.672 -1.822 -1.255
F -0.127 -0.444 -2.238
F -1.581 -0.060 -3.981
F -3.132 -1.423 -2.985
F -1.016 -2.209 -3.417
S 1.423 -0.782 1.092
C 0.427 -2.020 1.741
N -0.139 -1.812 2.949
C -1.011 -2.635 3.537
C -1.351 -3.823 2.948
C -0.774 -4.106 1.701
C 0.101 -3.236 1.106
H 0.026 -0.869 3.398
H -1.425 -2.272 4.467
H -2.069 -4.481 3.413
H -1.047 -5.018 1.182
H 0.508 -3.407 0.121
```

Output
Net charge: -2
LUMO energy (alpha / beta): 4.531 / 4.345 eV
Multiplicity: 2
HOMO (alpha / beta): -0.076 / -0.077 hartree
Kohn-Sham gap (alpha / beta): 6.60 / 6.44 eV

The data favor P; the next most stable structure lies 0.0272 hartree above it.

P.
ORCA calculation (ωB97M-V/def2-TZVPD) on a structure of composition C33H47FN6O7Ti.

The geometry in XYZ format:
```
95
C33H47FN6O7Ti (ωB97M-V/def2-TZVPD)
Ti -0.233 -2.355 0.983
C 0.409 -3.855 3.635
N -0.487 -4.013 2.474
C 0.089 -5.146 1.686
C -1.844 -4.451 2.955
C -2.391 -3.739 4.188
N -2.786 -2.359 3.917
C -4.073 -2.323 3.250
C -2.821 -1.528 5.108
H 0.295 -4.708 4.307
H 0.163 -2.932 4.177
H 1.426 -3.792 3.276
H 0.270 -5.990 2.355
H 1.043 -4.803 1.220
H -0.606 -5.428 0.872
H -1.748 -5.504 3.199
H -2.510 -4.392 2.084
H -1.707 -3.741 5.036
H -3.298 -4.281 4.513
H -4.863 -2.733 3.898
H -4.045 -2.909 2.319
H -4.347 -1.286 2.976
H -3.520 -1.902 5.860
H -3.125 -0.502 4.842
H -1.867 -1.506 5.618
N -3.207 -4.431 -1.405
C -2.571 -3.565 -2.361
C -1.148 -4.041 -2.726
C -0.154 -3.254 -1.938
O 0.739 -2.563 -2.371
O -0.347 -3.326 -0.574
H -3.412 -5.342 -1.833
H -4.071 -4.089 -1.027
H -2.525 -2.563 -1.921
H -3.117 -3.465 -3.330
H -0.954 -3.932 -3.783
H -1.061 -5.103 -2.483
C -0.413 1.011 4.020
C -0.762 0.185 2.794
O -0.065 -0.827 2.576
C -1.859 0.586 1.896
C -2.502 1.854 1.979
C -3.589 2.142 1.215
C -4.078 1.183 0.316
C -3.505 -0.043 0.186
C -2.381 -0.373 0.961
O -1.945 -1.626 0.816
H 0.392 0.561 4.579
H -1.280 1.113 4.670
H -0.149 2.039 3.777
H -2.074 2.562 2.696
H -4.104 3.097 1.223
H -4.954 1.394 -0.291
H -3.892 -0.775 -0.504
C 5.629 1.354 -2.228
C 5.163 1.826 -0.844
N 3.833 1.281 -0.493
C 3.747 0.251 0.354
C 2.561 -0.426 0.624
C 2.667 -1.660 1.460
O 3.694 -1.935 2.044
O 1.602 -2.435 1.439
C 1.393 -0.125 -0.085
O 0.317 -0.740 -0.070
C 1.438 1.095 -0.878
C 0.254 1.557 -1.447
C 0.296 2.631 -2.271
F -0.860 3.101 -2.790
C 1.528 3.289 -2.597
C 2.684 2.831 -1.993
C 2.648 1.713 -1.126
N 1.586 4.405 -3.455
C 0.688 4.551 -4.567
C 1.360 5.373 -5.641
N 1.874 6.662 -5.043
C 2.751 6.489 -3.832
C 1.990 5.622 -2.841
H 6.561 1.845 -2.507
H 4.921 1.593 -3.004
H 5.820 0.292 -2.250
H 5.080 2.891 -0.755
H 5.813 1.452 -0.065
H 4.653 -0.076 0.850
H -0.679 1.069 -1.224
H 3.628 3.311 -2.249
H -0.261 5.035 -4.310
H 0.451 3.564 -4.961
H 0.725 5.655 -6.470
H 2.226 4.901 -6.082
H 1.064 7.205 -4.751
H 2.362 7.195 -5.760
H 2.970 7.480 -3.424
H 3.659 6.032 -4.204
H 1.101 6.216 -2.458
H 2.624 5.397 -2.000
```

Output
Net charge: +2
LUMO energy: -5.038 eV
Multiplicity: 1
HOMO: -0.454 hartree
Kohn-Sham gap: 7.32 eV

Q.
ORCA calculation (ωB97M-V/def2-TZVPD) on a structure of composition C33H47FN6O7Ti.

The geometry in XYZ format:
```
95
C33H47FN6O7Ti (ωB97M-V/def2-TZVPD)
Ti -0.523 3.064 1.695
C -0.776 2.987 -3.204
N 0.197 1.988 -2.845
C 1.478 2.440 -3.259
C -0.143 0.598 -3.273
C -1.409 0.188 -2.586
N -1.266 -1.238 -2.234
C -1.345 -2.099 -3.437
C -2.314 -1.702 -1.342
H -0.675 3.292 -4.209
H -0.599 3.899 -2.596
H -1.807 2.615 -2.924
H 1.659 2.635 -4.322
H 2.158 1.657 -3.044
H 1.808 3.307 -2.708
H 0.658 -0.044 -2.922
H -0.092 0.542 -4.471
H -2.327 0.352 -3.209
H -1.440 0.722 -1.612
H -0.441 -2.057 -4.079
H -1.454 -3.118 -3.080
H -2.262 -1.902 -4.010
H -2.038 -2.611 -0.838
H -3.326 -1.785 -1.672
H -2.296 -0.935 -0.651
N -2.030 4.626 2.174
C -3.412 4.328 1.799
C -3.711 3.800 0.368
C -2.885 2.590 0.028
O -3.302 1.567 -0.379
O -1.571 2.810 0.232
H -1.982 4.755 3.235
H -1.702 5.489 1.714
H -4.045 5.172 2.080
H -3.708 3.473 2.430
H -3.514 4.587 -0.337
H -4.748 3.607 0.376
C 1.063 6.597 -0.393
C 1.247 5.372 0.528
O 0.175 4.770 0.675
C 2.488 4.983 1.230
C 3.774 5.546 1.049
C 4.822 5.029 1.766
C 4.657 4.029 2.750
C 3.478 3.487 2.920
C 2.360 3.984 2.218
O 1.175 3.364 2.480
H 0.507 6.408 -1.242
H 2.074 6.962 -0.598
H 0.520 7.473 0.092
H 3.952 6.278 0.250
H 5.819 5.366 1.543
H 5.544 3.729 3.330
H 3.141 2.781 3.621
C -2.436 -4.186 3.226
C -1.071 -3.774 3.753
N -0.706 -2.486 3.193
C -1.227 -1.339 3.649
C -0.985 -0.084 3.144
C -1.660 1.147 3.728
O -2.266 1.039 4.748
O -1.626 2.253 3.068
C -0.207 0.051 1.927
O 0.108 1.143 1.415
C 0.290 -1.176 1.329
C 1.049 -1.218 0.166
C 1.290 -2.387 -0.519
F 1.752 -2.243 -1.755
C 0.945 -3.572 0.043
C 0.324 -3.598 1.277
C 0.005 -2.372 1.951
N 1.075 -4.827 -0.627
C 2.476 -5.272 -0.737
C 2.573 -6.753 -1.130
N 1.305 -7.201 -1.736
C 0.926 -6.153 -2.768
C 0.489 -4.853 -2.026
H -2.744 -5.165 3.557
H -2.643 -4.125 2.166
H -3.060 -3.467 3.642
H -0.276 -4.472 3.489
H -1.132 -3.679 4.815
H -1.820 -1.464 4.538
H 1.403 -0.290 -0.291
H 0.115 -4.629 1.594
H 2.937 -5.064 0.206
H 3.003 -4.622 -1.475
H 2.797 -7.493 -0.349
H 3.347 -6.964 -1.850
H 0.655 -7.202 -0.947
H 1.350 -8.121 -2.154
H 0.062 -6.352 -3.436
H 1.838 -5.939 -3.312
H -0.591 -4.791 -1.918
H 0.725 -4.055 -2.706
```

Output
Net charge: +2
LUMO energy: -5.177 eV
Multiplicity: 1
HOMO: -0.441 hartree
Kohn-Sham gap: 6.81 eV

The data favor P; the next most stable structure lies 0.1115 hartree above it.

P.
ORCA calculation (ωB97M-V/def2-TZVPD) on a structure of composition CH4N2O2S.

The geometry in XYZ format:
```
10
CH4N2O2S (ωB97M-V/def2-TZVPD)
C 0.757 -0.508 0.207
H -1.953 -0.200 -1.083
H 0.894 -0.643 -1.913
H -1.285 0.694 0.647
H 0.352 -1.031 2.662
N 0.576 0.248 -1.032
N -0.307 -0.054 0.941
O 1.479 -1.393 0.651
O -0.207 -0.020 2.341
S -0.913 0.886 -1.553
```

Output
Net charge: 0
LUMO energy: 0.219 eV
Multiplicity: 1
HOMO: -0.338 hartree
Kohn-Sham gap: 9.42 eV

Q.
ORCA calculation (ωB97M-V/def2-TZVPD) on a cluster of 2 separate species, CH4N2O2S in total.

The geometry in XYZ format:
```
10
CH4N2O2S (ωB97M-V/def2-TZVPD)
C 0.160 0.169 -1.024
N 0.594 -1.098 0.787
N 0.116 -1.080 -0.307
O 3.326 -0.120 -1.099
O 2.912 1.340 0.788
S 3.248 0.003 0.333
H -0.843 0.274 -1.657
H 0.172 0.926 -0.235
H 0.910 0.120 -1.683
H 0.417 -2.011 1.367
```

Output
Net charge: 0
LUMO energy: -0.949 eV
Multiplicity: 1
HOMO: -0.332 hartree
Kohn-Sham gap: 8.09 eV

The data favor Q; the next most stable structure lies 0.1150 hartree above it.

P.
ORCA calculation (ωB97M-V/def2-TZVPD) on a structure of composition C8H8O4.

The geometry in XYZ format:
```
20
C8H8O4 (ωB97M-V/def2-TZVPD)
C -1.099 2.782 -0.780
C -0.120 0.757 -0.053
C -0.775 -0.293 -0.591
C -0.330 -1.559 -0.249
C -1.284 -2.565 -0.873
C 0.705 -1.894 0.445
C 1.393 -0.886 1.124
C 1.020 0.303 0.739
H -1.867 2.347 0.131
H -1.517 2.330 -1.941
H -0.998 3.817 -0.870
H -1.721 -0.429 -1.043
H -2.253 -2.070 -1.350
H 1.062 -2.888 0.518
H 3.126 -0.383 1.788
H 1.185 2.066 0.955
O 0.089 2.127 -0.263
O -0.685 -3.745 -0.934
O 2.268 -1.204 2.087
O 1.802 1.387 1.161
```

Output
Net charge: 0
LUMO energy: -0.002 eV
Multiplicity: 1
HOMO: -0.319 hartree
Kohn-Sham gap: 8.68 eV

Q.
ORCA calculation (ωB97M-V/def2-TZVPD) on the molecule C8H8O4.

The geometry in XYZ format:
```
20
C8H8O4 (ωB97M-V/def2-TZVPD)
C -1.694 -0.057 2.381
O -1.654 -0.779 1.114
C -0.592 -0.393 0.354
C -0.083 0.856 0.395
C 0.965 1.123 -0.464
C 1.737 2.326 -0.376
O 2.611 2.611 -1.139
C 1.382 0.299 -1.372
C 0.720 -0.882 -1.602
O 0.866 -1.666 -2.764
C -0.235 -1.235 -0.646
O -0.794 -2.449 -0.865
H -2.045 0.903 2.284
H -0.822 -0.124 3.142
H -2.437 -0.576 2.918
H -0.356 1.552 1.176
H 1.555 2.880 0.562
H 2.089 0.610 -2.110
H 0.380 -2.570 -2.693
H -1.593 -2.430 -0.296
```

Output
Structure (SMILES): COc1cc(C=O)cc(O)c1O
Net charge: 0
LUMO energy: 0.490 eV
Multiplicity: 1
HOMO: -0.319 hartree
Kohn-Sham gap: 9.18 eV

The data favor Q; the next most stable structure lies 0.1507 hartree above it.

P.
ORCA calculation (ωB97M-V/def2-TZVPD) on a structure of composition C6H5N2.

The geometry in XYZ format:
```
13
C6H5N2 (ωB97M-V/def2-TZVPD)
C 1.678 0.144 0.612
C -1.172 0.613 -1.846
C 1.118 -1.116 0.445
C -0.365 -0.537 0.548
C -0.169 1.083 0.729
C -0.749 0.461 -0.451
N -2.372 0.605 -1.354
N 1.349 1.292 0.543
H -0.673 0.464 -2.750
H 1.564 -1.660 -0.416
H 1.488 -1.775 1.195
H -1.200 -0.984 1.049
H -0.499 1.409 1.697
```

Output
Net charge: +1
LUMO energy (alpha / beta): -7.011 / -7.011 eV
Multiplicity: 1
HOMO (alpha / beta): -0.547 / -0.547 hartree
Kohn-Sham gap (alpha / beta): 7.88 / 7.87 eV

Q.
ORCA calculation (ωB97M-V/def2-TZVPD) on the ion C6H5N2 with charge +1.

The geometry in XYZ format:
```
13
C6H5N2 (ωB97M-V/def2-TZVPD)
C 2.046 -0.582 0.239
C 1.669 0.580 -0.272
C 0.201 0.973 -0.082
N -0.995 1.091 0.024
C -2.684 1.352 0.097
C -3.497 0.333 -0.024
C -3.685 -1.061 -0.232
N -4.717 -0.434 0.110
H 1.452 -1.118 0.835
H 3.064 -0.930 -0.037
H 2.098 1.319 -0.897
H -2.883 2.299 0.452
H -3.305 -2.019 -0.510
```

Output
Structure (SMILES): C=CC#[N+]/C=C1C=N\1
Net charge: +1
LUMO energy: -4.541 eV
Multiplicity: 1
HOMO: -0.528 hartree
Kohn-Sham gap: 9.84 eV

The data favor Q; the next most stable structure lies 0.0765 hartree above it.